C8H20ClIrSc | ωB97M-V/def2-TZVPD

XYZ file:
```
31
C8H20ClIrSc | the OMol25 dataset | ωB97M-V/def2-TZVPD
Ir 0.527 0.055 -0.634
Cl 1.588 -1.571 -1.964
C 2.164 0.929 0.099
H 2.412 0.365 1.020
H 2.006 1.998 0.333
H 2.955 0.772 -0.664
Sc -0.687 2.249 -1.389
C -2.577 1.712 -2.368
C 0.098 4.250 -1.839
C -0.616 1.559 0.600
H 0.218 4.823 -0.906
H 1.076 4.111 -2.318
H -0.569 4.799 -2.522
H -3.300 1.351 -1.614
H -3.008 2.541 -2.959
H -2.305 0.872 -3.040
H 0.025 1.978 1.390
H -1.552 1.138 1.003
C 1.363 -3.137 0.827
C -0.060 -2.596 0.916
C -0.673 -3.115 2.218
C -0.185 -1.059 0.919
H 1.947 -2.885 1.720
H 1.876 -2.742 -0.048
H 1.328 -4.224 0.706
H -0.643 -2.957 0.062
H -0.063 -2.812 3.073
H -1.691 -2.729 2.373
H -0.718 -4.210 2.194
H -1.264 -0.824 1.017
H 0.328 -0.642 1.795
```

As for the spin multiplicity: 5. As for the net charge: -1. The energy is -1641.84088 Eh. The expectation value of S² is 6.017. As for the orbital gap (spin up / spin down): 4.78 / 6.05 eV. As for the highest occupied orbital energy (spin up / spin down): -1.9 / -4.7 eV. The LUMO energy (spin up / spin down) comes out at 2.89 / 1.33 eV.